Record 1
Below is C19H32EuN3Si as an isolated structure, with properties calculated with ωB97M-V/def2-TZVPD.

The geometry in XYZ format:
```
56
Properties=species:S:1:pos:R:3:forces:R:3
Eu -0.676 -0.679 -0.635 0.6 0.6 0.6
C 0.438 2.876 -2.700 -0.1 -0.7 0.1
C -0.834 2.063 -2.338 0.5 -0.3 0.6
C -1.409 2.241 -1.046 -0.8 -1.0 -2.0
C -2.637 1.557 -0.781 1.6 1.3 1.3
C -3.122 0.553 -1.568 -0.2 0.1 -1.9
C -2.532 0.337 -2.849 0.2 0.0 0.2
C -1.408 1.077 -3.222 0.5 0.8 0.3
H 0.199 3.768 -3.299 -0.1 -0.3 0.3
H 1.149 2.276 -3.305 -0.5 0.2 0.3
H 0.980 3.183 -1.779 -0.5 -0.1 -0.6
H -0.924 2.866 -0.307 -0.2 0.2 -0.1
H -3.127 1.833 0.147 0.0 -0.3 0.0
H -4.017 0.037 -1.269 -0.2 -0.2 -0.1
H -2.938 -0.380 -3.582 0.1 0.3 0.6
H -0.941 0.933 -4.222 -0.5 0.1 0.8
N -0.217 -2.199 -2.819 -1.4 1.1 -1.6
C 0.631 -3.356 -3.174 -0.3 -1.0 -1.4
C 2.101 -3.213 -2.799 -0.1 -1.3 2.0
C 2.226 -3.025 -1.256 1.2 0.0 -0.9
N 1.782 -1.697 -0.736 1.0 0.1 0.0
H -1.242 -2.429 -2.915 1.4 -0.3 0.0
H -0.125 -1.525 -3.617 0.1 -0.4 1.0
H 0.573 -3.593 -4.278 -0.1 0.3 1.0
H 0.183 -4.226 -2.657 0.5 0.3 -0.2
H 2.727 -2.510 -3.354 -0.4 0.1 -0.1
H 2.577 -4.232 -2.899 -0.5 1.0 -0.5
H 3.290 -3.255 -1.031 -0.4 0.6 0.2
H 1.701 -3.857 -0.780 -0.4 0.4 0.1
H 2.348 -0.938 -1.197 -0.5 -1.1 0.7
H 2.062 -1.686 0.252 -0.1 0.4 -0.3
C -2.107 0.703 3.808 -0.2 1.3 -0.1
Si -1.150 -0.336 2.610 1.3 -1.0 -0.2
C -2.565 -1.096 1.534 -0.5 0.4 0.1
C -0.288 -1.894 3.389 0.3 1.1 0.1
N -0.023 0.444 1.514 -1.1 -1.1 -0.5
C 0.968 1.322 1.884 -0.1 1.3 0.6
C 1.228 1.599 3.271 -0.5 -1.3 -1.1
C 2.212 2.445 3.674 0.7 0.8 -0.2
C 2.857 3.263 2.756 0.3 -0.3 -0.9
C 2.577 3.088 1.374 0.1 -0.5 2.3
C 1.706 2.112 0.930 -0.6 -0.9 0.6
H -1.515 1.409 4.408 0.0 -0.1 -0.4
H -2.675 0.163 4.544 -0.3 -0.6 0.2
H -2.837 1.312 3.226 0.4 -0.3 0.4
H -3.311 -1.543 2.239 0.7 0.2 -0.6
H -2.296 -1.913 0.825 -0.4 0.2 0.3
H -3.108 -0.260 1.024 0.3 -0.9 0.2
H -0.963 -2.630 3.835 0.1 0.1 -0.1
H 0.444 -1.576 4.169 -0.5 -0.2 -0.4
H 0.335 -2.350 2.599 -0.3 -0.1 0.2
H 0.719 1.024 4.043 0.0 -0.1 -0.3
H 2.524 2.430 4.702 -0.1 0.3 0.4
H 3.673 3.913 3.083 -0.4 -0.1 -0.2
H 3.147 3.676 0.725 0.6 0.7 -1.2
H 1.634 1.897 -0.150 -0.2 0.1 0.5
```
Positions in Å, forces in eV/Å.

## Properties
Total charge   +1
Expectation value of S²   15.76
E_HOMO (spin up / spin down)   -9.178 / -9.210 eV
Gap between HOMO and LUMO (spin up / spin down)   6.14 / 6.19 eV
Spin multiplicity   8

=====

Record 2
Below is C19H32N2O as an isolated structure, with properties calculated with ωB97M-V/def2-TZVPD.

The geometry in XYZ format:
```
54
Properties=species:S:1:pos:R:3:forces:R:3
C 2.044 5.283 3.068 -1.0 -5.7 -1.2
C 2.337 3.740 3.502 -1.2 5.6 5.2
C 1.634 3.376 4.910 2.8 9.1 0.0
C 0.209 3.577 4.980 1.1 0.4 -2.5
C -0.321 2.514 4.162 -13.9 8.5 0.5
C -0.934 3.136 2.786 -6.1 -3.5 7.0
O -1.815 2.322 2.084 0.9 -5.0 -1.3
C -1.214 0.914 1.658 -0.7 5.0 0.5
C 0.120 0.642 1.588 -0.3 -2.0 -2.2
C 0.517 -0.495 0.813 -14.8 2.6 2.1
C -0.592 -1.406 0.441 13.7 -0.3 -1.8
C -1.785 -1.092 0.567 -5.6 -3.7 -2.7
C -1.998 0.102 0.962 -10.9 5.2 3.7
H -3.346 0.325 1.093 4.3 0.0 -0.6
H -2.412 -1.792 0.014 -1.0 0.5 0.5
C -0.054 -2.495 -0.390 -5.9 -4.8 0.7
N -0.560 -2.686 -1.797 -4.1 2.3 7.4
C -0.219 -1.643 -2.632 2.8 -5.9 -2.6
C -1.048 -2.015 -3.908 3.1 13.6 1.3
N -1.004 -3.097 -4.535 4.1 -10.5 -3.1
C -1.184 -4.202 -3.481 -5.2 -1.9 -3.2
C -0.605 -3.952 -2.186 3.8 -5.1 -0.9
H -0.920 -4.850 -1.514 0.4 2.2 -0.5
H 0.481 -4.153 -2.465 0.4 -1.0 0.6
H -1.098 -5.393 -3.811 0.4 3.4 0.4
H -2.327 -4.104 -3.361 1.2 -0.4 0.0
C 0.492 -3.327 -5.331 -3.5 -5.7 7.9
C 0.206 -2.888 -6.562 3.4 7.7 -6.5
H 0.229 -1.550 -6.568 0.0 -3.7 -0.1
H -0.590 -3.079 -7.235 -1.2 -1.0 0.4
H 1.148 -3.135 -7.120 -0.6 0.6 -0.4
H 1.338 -3.072 -4.626 -0.9 0.4 -1.5
H 0.426 -4.508 -5.363 0.6 2.1 0.3
H -0.550 -1.039 -4.646 -1.7 -2.4 1.3
H -2.006 -1.634 -3.697 -1.7 0.3 0.3
H -0.577 -0.860 -2.100 -0.1 3.6 0.6
H 0.980 -1.949 -2.744 -1.8 2.2 -0.4
H 0.912 -2.501 -0.562 5.3 0.3 0.2
H -0.353 -3.489 0.263 0.9 1.9 -1.9
H 1.390 -0.629 0.910 12.1 -2.8 -0.1
H 0.770 1.414 1.740 2.1 1.6 1.1
H -0.305 3.483 2.219 7.6 3.2 -6.1
H -1.569 4.027 2.951 0.2 -0.4 0.9
H 0.170 1.768 4.067 6.1 -9.4 -1.3
H -1.455 2.237 4.855 3.2 0.0 -2.5
H -0.119 4.527 4.570 0.3 0.4 0.2
H -0.072 3.517 5.939 -1.3 -0.1 3.6
H 2.079 2.542 5.105 1.5 -5.7 1.7
H 2.095 4.121 5.776 -0.5 -1.5 -2.1
H 3.349 3.758 3.826 1.1 -0.7 -0.8
H 1.969 3.064 2.897 -0.9 -3.4 -3.7
H 2.645 5.380 2.244 1.3 0.8 -2.3
H 2.450 5.765 3.820 1.5 3.1 3.7
H 1.041 5.502 2.824 -1.1 0.3 0.0
```
Positions in Å, forces in eV/Å.

## Properties
E_HOMO   -7.710 eV
Gap between HOMO and LUMO   8.50 eV

=====

Record 3
Below is a 3-piece molecular cluster, C19H32N2O5 overall, with properties calculated with ωB97M-V/def2-TZVPD.

The geometry in XYZ format:
```
58
Properties=species:S:1:pos:R:3:forces:R:3
C -3.175 -2.309 -5.649 0.0 0.3 0.5
C -3.705 -2.266 -4.210 0.0 0.1 -0.5
C -3.188 -1.030 -3.520 -0.2 0.1 0.5
O -3.396 -1.121 -2.090 0.3 -0.1 -0.3
C -2.412 -0.531 -1.339 -0.1 0.2 0.1
C -1.725 -1.363 -0.426 0.2 0.5 0.1
C -0.733 -0.828 0.351 -0.3 -0.4 -0.2
C -0.394 0.540 0.258 0.3 -0.2 0.2
N 0.619 1.020 1.030 -0.2 0.1 -0.1
C 0.856 2.296 0.907 0.2 -0.3 0.3
C 0.131 3.127 0.039 -0.2 0.4 -0.3
N -0.833 2.704 -0.732 0.1 -0.2 0.2
C -1.103 1.372 -0.628 -0.3 0.0 -0.3
C -2.121 0.808 -1.424 -0.2 -0.5 -0.2
H -2.113 -2.080 -5.659 0.2 -0.1 -0.1
H -3.336 -3.279 -6.099 -0.1 -0.2 -0.2
H -3.674 -1.550 -6.245 -0.1 0.0 -0.2
H -3.400 -3.144 -3.652 0.1 -0.1 0.1
H -4.788 -2.253 -4.272 -0.2 -0.1 0.3
H -2.123 -0.929 -3.712 0.2 0.1 0.0
H -3.695 -0.141 -3.886 0.0 0.2 -0.1
H -2.014 -2.399 -0.380 0.0 -0.2 0.1
H -0.191 -1.443 1.053 0.1 0.0 0.1
H 1.652 2.718 1.502 0.2 0.1 0.1
H 0.387 4.176 -0.003 0.0 0.2 -0.1
H -2.681 1.424 -2.108 0.0 0.3 -0.1
C 4.445 1.215 -3.048 0.0 0.0 0.1
O 4.356 0.732 -1.720 -0.1 0.0 -0.1
C 3.043 0.329 -1.354 0.2 0.1 0.1
C 2.879 -1.172 -1.408 -0.2 -0.1 -0.1
O 2.979 -1.668 -2.736 0.1 0.0 0.0
C 4.239 -2.245 -3.027 0.0 0.0 0.0
H 5.502 1.318 -3.290 0.0 0.0 0.0
H 3.986 0.524 -3.760 0.0 0.0 0.0
H 3.967 2.197 -3.135 0.0 0.0 -0.1
H 2.299 0.813 -1.996 0.0 0.0 0.0
H 2.873 0.663 -0.329 0.0 0.0 0.0
H 1.882 -1.431 -1.038 0.0 0.0 0.0
H 3.617 -1.655 -0.760 0.0 0.0 0.0
H 4.353 -3.205 -2.511 0.1 0.0 0.0
H 5.061 -1.583 -2.743 0.0 0.0 0.0
H 4.281 -2.420 -4.101 0.0 0.0 0.0
C -1.228 1.669 7.242 0.1 0.0 0.0
O 0.010 1.447 6.593 -0.1 0.0 0.0
C 0.193 0.103 6.174 0.2 0.1 0.0
C -0.072 -0.066 4.695 -0.2 -0.2 0.0
O -1.438 0.158 4.377 0.0 0.1 0.1
C -1.679 1.441 3.828 -0.1 0.0 0.0
H -1.353 2.745 7.353 0.0 0.0 0.0
H -2.065 1.274 6.661 0.0 0.0 0.0
H -1.229 1.211 8.238 -0.1 0.0 0.0
H -0.447 -0.571 6.752 0.0 0.0 0.0
H 1.236 -0.163 6.378 0.0 0.0 0.0
H 0.166 -1.095 4.408 0.0 0.0 0.0
H 0.572 0.601 4.115 0.0 0.0 0.0
H -1.278 1.500 2.814 0.0 0.1 0.0
H -1.239 2.233 4.440 0.0 0.0 0.0
H -2.758 1.587 3.785 0.0 -0.1 0.0
```
Positions in Å, forces in eV/Å.

## Properties
SMILES   CCCOc1ccc2nccnc2c1.COCCOC.COCCOC
E_HOMO   -8.970 eV
Gap between HOMO and LUMO   8.67 eV

=====

Record 4
Below is one molecule with the formula C19H32N2O5, with properties calculated with ωB97M-V/def2-TZVPD.

The geometry in XYZ format:
```
58
Properties=species:S:1:pos:R:3:forces:R:3
C 0.778 -2.428 0.105 0.0 0.0 0.0
C 0.519 -3.186 -1.181 0.0 0.0 0.0
O -0.867 -3.211 -1.511 0.0 0.0 0.0
C -1.335 -2.065 -2.172 0.0 0.0 0.0
C -1.844 -2.210 -3.620 0.0 0.0 0.0
C -3.020 -1.278 -3.244 0.0 0.0 0.0
C -2.749 -1.596 -1.765 0.0 0.0 0.0
C -2.790 -0.485 -0.749 0.0 0.0 0.0
O -3.045 0.677 -1.032 0.0 0.0 0.0
N -2.426 -0.865 0.498 0.0 0.0 0.0
C -2.219 0.078 1.577 0.0 0.0 0.0
C -1.260 1.232 1.242 0.0 0.0 0.0
C -0.387 1.445 2.520 0.0 0.0 0.0
C 1.042 1.048 2.188 0.0 0.0 0.0
O 1.490 -0.063 2.407 0.0 0.0 0.0
N 1.772 2.021 1.568 0.0 0.0 0.0
C 3.009 1.716 0.899 -0.1 0.0 0.0
C 2.857 0.912 -0.374 0.1 0.1 0.0
C 2.026 1.630 -1.435 0.0 -0.1 -0.1
O 0.783 0.969 -1.587 0.0 0.1 0.1
C -0.078 1.669 -2.464 0.0 0.0 0.0
C 4.068 2.777 0.982 0.0 0.0 0.0
C 4.203 1.501 1.770 0.0 0.0 0.0
C -0.996 0.533 3.587 0.0 0.0 0.0
C -1.584 -0.617 2.780 0.0 0.0 0.0
O -2.460 -1.480 3.478 0.0 0.0 0.0
H 1.840 -2.438 0.357 0.0 0.0 0.0
H 0.464 -1.386 0.020 0.0 0.0 0.0
H 0.235 -2.889 0.931 0.0 0.0 0.0
H 1.089 -2.753 -2.011 0.0 0.0 0.0
H 0.820 -4.229 -1.082 0.0 0.0 0.0
H -0.617 -1.242 -2.079 0.0 0.0 0.0
H -1.180 -1.908 -4.429 0.0 0.0 0.0
H -2.180 -3.234 -3.785 0.0 0.0 0.0
H -2.813 -0.229 -3.451 0.0 0.0 0.0
H -4.005 -1.526 -3.632 0.0 0.0 0.0
H -3.315 -2.466 -1.423 0.0 0.0 0.0
H -2.237 -1.840 0.671 0.0 0.0 0.0
H -3.188 0.491 1.888 0.0 0.0 0.0
H -0.640 0.963 0.385 0.0 0.0 0.0
H -1.808 2.129 0.965 0.0 0.0 0.0
H -0.397 2.492 2.830 0.0 0.0 0.0
H 1.289 2.865 1.306 0.0 0.0 0.0
H 3.851 0.682 -0.760 0.0 0.0 0.0
H 2.375 -0.038 -0.140 0.0 0.0 0.0
H 1.851 2.677 -1.149 0.0 0.0 0.0
H 2.545 1.649 -2.402 0.0 0.0 0.0
H -1.044 1.170 -2.454 0.0 0.0 0.0
H -0.223 2.702 -2.128 0.0 0.0 0.0
H 0.328 1.685 -3.483 0.0 0.0 0.0
H 4.702 2.917 0.116 0.0 0.0 0.0
H 3.834 3.682 1.527 0.0 0.0 0.0
H 4.044 1.546 2.837 0.0 0.0 0.0
H 4.929 0.769 1.445 0.0 0.0 0.0
H -0.268 0.190 4.318 0.0 0.0 0.0
H -1.803 1.056 4.110 0.0 0.0 0.0
H -0.763 -1.248 2.432 0.0 0.0 0.0
H -3.204 -0.962 3.806 0.0 0.0 0.0
```
Positions in Å, forces in eV/Å.

## Properties
SMILES   CCO[C@H]1CC[C@@H]1C(=O)N[C@@H]1C[C@H](C(=O)NC2(CCOC)CC2)C[C@H]1O
E_HOMO   -9.249 eV
Gap between HOMO and LUMO   9.95 eV

=====

In u, the molar mass values for the records above are, in order, 482.54, 304.48, 368.47, 368.47.
In eV/Å, the strongest force on any atom values for the records above are, in order, 2.42, 16.29, 0.59, 0.14.
In eV, the relative energy (zero: lowest compared OMol25 entry of this formula, charge and spin) values for the records above are, in order, 0.000, 18.424, 6.286, 3.729.